1.
Formula: C38H32N4O3PPdS3
Source: the Open Molecules 2025 dataset
Level of theory: wB97M-V/def2-TZVPD

```
82
Properties=species:S:1:pos:R:3:mulliken_spin:R:1
Pd 0.7071 -1.0872 1.2167 0.82
C 6.1864 -2.7801 3.2386 0.01
S 5.3454 -1.2476 3.6904 -0.02
C 3.6990 -1.5034 3.1442 -0.13
S 3.3489 -2.8440 2.0969 0.52
N 2.8080 -0.7456 3.6960 0.29
N 1.6460 -0.3191 3.1633 0.09
C 0.5008 -0.7894 3.5742 -0.02
C -0.6988 0.0460 3.7820 0.05
C -1.9178 -0.5670 4.0583 -0.02
C -2.9884 0.2260 4.4331 0.01
C -2.8026 1.5954 4.5174 -0.01
C -1.5550 2.1145 4.2001 0.00
N -0.5184 1.3654 3.8397 0.00
H 7.2021 -2.6583 3.6094 0.00
H 6.2356 -2.9213 2.1608 0.00
H 5.7336 -3.6443 3.7213 -0.01
H 0.4821 -1.7572 4.0736 -0.01
H -2.0048 -1.6466 4.0095 0.00
H -3.9468 -0.2175 4.6702 0.00
H -3.6026 2.2552 4.8256 0.00
H -1.3749 3.1833 4.2516 0.00
O -0.0846 -3.1428 -0.0111 0.12
S 1.2206 -3.5224 -0.6507 0.07
O 2.1024 -2.2907 -0.5828 0.20
O 1.8606 -3.0043 2.0932 0.29
C 0.7785 -3.5275 -2.3955 0.04
C 0.8128 -4.6786 -3.1585 0.00
C 0.3572 -4.6204 -4.4697 0.00
C -0.1478 -3.4323 -4.9793 0.00
C -0.1808 -2.2845 -4.1956 0.05
C 0.3203 -2.3231 -2.8974 0.00
P 0.3450 -0.8820 -1.8057 0.39
C 1.5026 0.3524 -2.4310 0.02
C 1.4344 0.8847 -3.7203 -0.01
C 2.3206 1.8775 -4.1059 0.00
C 3.2756 2.3442 -3.2122 0.00
C 3.3566 1.8110 -1.9352 0.00
C 2.4768 0.8125 -1.5462 0.04
C -1.3427 -0.2929 -1.8606 -0.02
C -2.2991 -1.0314 -0.9697 0.00
C -3.8040 -0.7014 -1.1321 0.04
C -4.0763 0.5532 -1.8976 0.05
C -3.1311 1.2215 -2.5571 0.00
C -1.7404 0.7744 -2.5651 0.03
H 1.1764 -5.6064 -2.7333 0.00
H 0.3751 -5.5097 -5.0867 0.00
H -0.5278 -3.3960 -5.9919 0.00
H -0.6119 -1.3762 -4.5955 0.00
H 0.6983 0.5299 -4.4255 0.00
H 2.2672 2.2867 -5.1066 0.00
H 3.9639 3.1222 -3.5174 0.00
H 4.1046 2.1681 -1.2398 0.00
H 2.5455 0.3831 -0.5559 0.01
H -2.1096 -2.1033 -0.9981 0.00
H -4.4196 -1.5062 -1.5380 0.00
H -5.1019 0.9061 -1.9248 0.01
H -3.3840 2.1083 -3.1256 0.00
H -1.0315 1.3313 -3.1647 0.00
C 1.7060 4.3978 0.0878 0.04
C 0.5881 4.0833 -0.6673 -0.02
C -0.1233 2.9214 -0.4110 0.08
C 0.2782 2.0489 0.6066 -0.06
C 1.3989 2.3767 1.3695 0.03
C 2.1013 3.5424 1.1080 -0.02
N -0.3949 0.8058 0.7837 0.40
C -1.7170 0.7715 0.7745 0.04
C -2.5323 1.8947 1.0268 0.33
C -3.9355 1.7905 1.1796 -0.06
C -4.6126 0.6374 0.9547 0.30
C -3.9118 -0.5617 0.4367 0.03
C -2.3586 -0.5681 0.5299 -0.02
H 2.2621 5.3051 -0.1120 0.00
H 0.2681 4.7396 -1.4677 0.00
H -0.9884 2.6802 -1.0100 -0.01
H 1.7015 1.7233 2.1734 0.00
H 2.9622 3.7883 1.7170 0.00
H -2.0505 2.8406 1.2309 0.00
H -4.4722 2.6695 1.5174 0.01
H -5.6844 0.5955 1.1093 -0.03
H -4.3293 -1.4764 0.8564 0.01
H -1.9425 -1.2990 1.2228 0.01
```

Results
- Kohn-Sham gap (spin up / spin down): 7.449 / 6.000 eV
- HOMO energy (spin up / spin down): -10.200 / -10.783 eV
- 2S+1: 5
- E: -3575.352605 Ha
- ΔE to the lowest compared entry with this formula, charge and spin: 94.5 kcal/mol
- Total charge: +1
- <S²>: 6.11


2.
Formula: C3H10NO
Source: the Open Molecules 2025 dataset
Level of theory: wB97M-V/def2-TZVPD

```
15
Properties=species:S:1:pos:R:3:mulliken_charge:R:1
C 0.0190 0.5340 1.6893 -0.17
C 0.0166 0.7218 0.2352 0.15
C -1.1366 0.9980 -0.4350 -0.72
N 1.2201 0.5861 -0.4229 -0.26
H 0.6328 1.2174 2.2678 0.31
H -0.9396 0.4676 2.2035 0.35
H 0.5110 -0.5276 1.6647 -0.22
H -1.2139 1.2208 -1.4913 0.30
H -2.0369 1.1010 0.1860 0.26
H 1.6149 -0.3495 -0.2667 0.36
H 1.1834 0.7750 -1.4226 0.29
H 0.6878 -1.6617 1.0785 0.36
H -0.0451 -2.8799 -1.2350 0.39
H -0.2476 -1.8527 -0.0835 0.16
O -0.3180 -1.9672 -1.0662 -0.56
```

Results
- Kohn-Sham gap: 5.509 eV
- HOMO energy: -14.165 eV
- E: -249.814228 Ha
- ΔE to the lowest compared entry with this formula, charge and spin: 150.3 kcal/mol
- Total charge: +1


3.
Formula: C4H4N2
Source: the Open Molecules 2025 dataset
Level of theory: wB97M-V/def2-TZVPD

```
10
Properties=species:S:1:pos:R:3:mulliken_charge:R:1
C 2.1131 -0.2380 0.1102 0.11
C 0.9682 0.0533 0.3340 -0.74
C -0.4998 0.1659 0.4021 0.45
N -1.1270 -0.9149 -0.3607 -0.66
C -0.9319 1.4981 -0.0799 0.03
N -1.2302 2.5589 -0.4290 -0.38
H 3.1067 -0.5441 -0.1205 0.41
H -0.8522 0.0878 1.4383 0.22
H -0.7769 -0.8770 -1.3159 0.30
H -0.7700 -1.7900 0.0214 0.26
```

Results
- Kohn-Sham gap: 11.040 eV
- HOMO energy: -10.358 eV
- E: -264.239092 Ha
- ΔE to the lowest compared entry with this formula, charge and spin: 54.8 kcal/mol
- Total charge: 0


4.
Formula: C4H6N4
Source: the Open Molecules 2025 dataset
Level of theory: wB97M-V/def2-TZVPD

```
14
Properties=species:S:1:pos:R:3:mulliken_spin:R:1
C 1.4808 -0.8340 -0.0532 -0.05
C 0.8385 0.4615 -0.0517 -0.01
C -1.4488 -0.3951 0.0009 -0.01
C 2.3768 -1.7129 -0.1153 0.18
N -0.7294 -1.5255 -0.0685 1.61
N -0.5712 0.6207 -0.1603 0.08
N 1.6239 1.4924 0.0502 0.01
N -2.7808 -0.3324 -0.0392 0.21
H 3.1019 -2.4776 0.1817 -0.01
H -1.1410 1.5832 -0.1674 0.00
H 2.5624 1.4519 0.2782 0.00
H 1.2877 2.4823 0.0527 0.00
H -3.2161 -1.2645 -0.0104 -0.01
H -3.3847 0.4502 0.1024 0.00
```

Results
- Kohn-Sham gap (spin up / spin down): 9.267 / 7.486 eV
- HOMO energy (spin up / spin down): -19.409 / -19.605 eV
- 2S+1: 3
- E: -374.160933 Ha
- Total charge: +2
- <S²>: 2.02


5.
Formula: C41H26F5N4O2SbTa
Source: the Open Molecules 2025 dataset
Level of theory: wB97M-V/def2-TZVPD

```
80
Properties=species:S:1:pos:R:3:mulliken_charge:R:1
Ta -0.0948 -0.0254 -0.3724 -2.86
O 3.7358 -0.5952 0.9956 -0.44
C 2.5937 -0.2908 0.8854 -0.30
N 1.9276 0.0499 -0.3334 1.56
C 2.7108 0.4587 -1.4454 -0.24
O 3.8959 0.5418 -1.4877 -0.47
C 1.8205 0.7848 -2.6075 0.71
C 2.3458 1.2069 -3.8033 -0.80
C 1.4723 1.4609 -4.8564 -0.55
C 0.1113 1.2798 -4.6530 -0.96
C -0.3442 0.8742 -3.4150 0.12
N 0.4955 0.6237 -2.3869 0.98
C 1.6445 -0.2475 2.0552 0.89
C 2.0745 -0.3562 3.3580 -0.80
C 1.1253 -0.2743 4.3703 -0.48
C -0.2149 -0.0914 4.0422 -0.97
C -0.5766 -0.0064 2.7141 -0.15
N 0.3450 -0.0908 1.7336 0.53
H 3.4183 1.3204 -3.8917 0.64
H 1.8480 1.7924 -5.8157 0.52
H -0.6050 1.4642 -5.4414 0.54
H -1.4008 0.7479 -3.2303 0.49
H 3.1293 -0.4925 3.5570 0.62
H 1.4274 -0.3455 5.4072 0.52
H -0.9732 -0.0123 4.8086 0.54
H -1.6072 0.1409 2.4120 0.57
F -5.2341 -0.5223 -1.5195 -0.33
C -4.2988 0.3089 -1.0932 0.02
C -2.9684 -0.0758 -1.1923 -0.06
C -1.9818 0.8015 -0.7316 0.99
C -2.3198 2.0630 -0.2155 -0.34
C -3.6665 2.3958 -0.1329 0.75
F -4.0369 3.5578 0.3875 -0.30
C -4.6645 1.5339 -0.5666 -0.92
C -1.1749 2.8920 0.1911 0.28
C -1.2276 4.2440 0.4869 -1.05
C -0.0557 4.9218 0.7937 -0.51
C 1.1423 4.2236 0.8031 -1.09
C 1.1237 2.8771 0.5095 0.03
N -0.0002 2.2077 0.2061 0.78
H -2.7556 -1.0472 -1.6307 0.86
H -5.7064 1.8198 -0.4921 0.58
H -2.1739 4.7603 0.4676 0.64
H -0.0813 5.9799 1.0176 0.50
H 2.0818 4.7055 1.0326 0.52
H 2.0492 2.3181 0.5238 0.39
F 2.2685 -7.7209 2.2517 -0.28
C 1.7082 -6.6640 1.6887 0.17
C 2.1657 -6.2463 0.4476 -0.68
C 1.5721 -5.1434 -0.1390 -0.34
C 0.5373 -4.4868 0.5226 0.49
C 0.0891 -4.9178 1.7692 -0.75
C 0.6800 -6.0184 2.3616 -0.60
Sb -0.4962 -2.9310 -0.4214 1.70
C -2.5377 -3.3494 -0.1317 0.25
C -3.2139 -2.6568 0.8731 -0.43
C -4.5454 -2.9207 1.1393 -0.52
C -5.1895 -3.8858 0.3784 0.19
F -6.4673 -4.1304 0.6132 -0.30
C -4.5361 -4.6081 -0.6073 -0.84
C -3.2000 -4.3415 -0.8530 -0.52
C -0.0417 -2.8908 -2.4825 0.74
C 1.2584 -2.4942 -2.8196 -0.64
C 1.6593 -2.4475 -4.1427 -0.76
C 0.7357 -2.7903 -5.1203 -0.02
F 1.1032 -2.7252 -6.3894 -0.31
C -0.5544 -3.1998 -4.8158 -0.66
C -0.9406 -3.2512 -3.4874 -0.80
H 2.9667 -6.7876 -0.0365 0.49
H 1.9181 -4.8140 -1.1117 0.42
H -0.7288 -4.4200 2.2781 0.41
H 0.3573 -6.3911 3.3240 0.49
H -2.7031 -1.9087 1.4721 0.36
H -5.0888 -2.4103 1.9227 0.52
H -5.0730 -5.3727 -1.1520 0.52
H -2.6815 -4.9393 -1.5925 0.56
H 1.9889 -2.2645 -2.0480 0.59
H 2.6685 -2.1810 -4.4282 0.63
H -1.2263 -3.4819 -5.6154 0.54
H -1.9478 -3.5680 -3.2500 0.42
```

Results
- Kohn-Sham gap: 5.620 eV
- HOMO energy: -16.342 eV
- E: -2743.194372 Ha
- Total charge: +3


6.
Formula: C6H9NO
Source: the Open Molecules 2025 dataset
Level of theory: wB97M-V/def2-TZVPD

```
17
Properties=species:S:1:pos:R:3:mulliken_charge:R:1
H 1.1330 1.2371 -1.5650 0.21
N 0.1746 1.5817 -1.6659 -0.66
C -0.6425 1.0536 -0.7905 0.07
C -1.5953 0.4797 0.1827 0.60
C -2.2356 -0.8541 -0.1114 -0.85
O -1.8026 1.0976 1.2219 -0.56
H -1.4180 1.7236 -1.2096 0.30
H -3.3130 -0.7715 0.0644 0.34
H -2.0681 -1.1583 -1.1452 0.31
H -1.8552 -1.6387 0.5523 0.22
C 0.5940 -0.8264 1.5389 -0.13
C 1.4343 -0.4264 0.7855 0.23
C 2.6636 -0.1105 0.0827 -1.63
H -0.0778 -1.2187 2.2638 0.47
H 3.4218 -0.6589 0.6424 0.32
H 2.9155 0.9539 0.1055 0.38
H 2.6715 -0.4636 -0.9525 0.39
```

Results
- Kohn-Sham gap: 10.079 eV
- HOMO energy: -9.330 eV
- E: -363.824613 Ha
- ΔE to the lowest compared entry with this formula, charge and spin: 125.3 kcal/mol
- Total charge: 0


7.
Formula: C15H33AlBClNO6S
Source: the Open Molecules 2025 dataset
Level of theory: wB97M-V/def2-TZVPD

```
59
Properties=species:S:1:pos:R:3:mulliken_charge:R:1
C 5.2590 1.6289 1.6190 -0.83
C 4.8534 2.5218 0.4777 0.65
O 4.9884 2.1566 -0.6174 -0.52
O 4.3854 3.7511 0.7099 -0.38
C 3.3641 3.7675 1.7476 -0.32
C 2.6170 5.0577 1.6808 -0.89
C 1.9604 5.2547 0.3162 -0.73
C 0.4596 4.9172 0.2647 -0.80
Al -0.1613 3.1542 1.0555 0.33
S 0.4879 1.3742 -0.2843 -0.39
Cl 0.4656 2.8097 3.1949 -0.46
B -2.3049 3.1443 1.0804 0.38
N -2.9965 3.4569 2.3519 -0.79
O -3.0528 2.8623 -0.0588 -0.61
H 5.4233 0.6445 1.2303 0.25
H 4.5224 1.5869 2.4013 0.33
H 6.1722 2.0065 2.0668 0.28
H 2.7085 2.9248 1.5758 0.25
H 3.8242 3.6755 2.7211 0.30
H 1.9188 5.1622 2.4958 0.39
H 3.3575 5.8431 1.8113 0.43
H 2.4993 4.6970 -0.4320 0.32
H 2.0931 6.3013 0.0477 0.32
H -0.1549 5.7118 0.6675 0.35
H 0.2001 4.8621 -0.7903 0.40
H 0.0749 0.2653 0.3480 0.01
H -3.3099 2.6291 2.8536 0.21
H -2.3128 3.8938 2.9543 0.23
H -3.6528 2.1197 0.1186 0.25
C -4.6578 -2.2650 -0.3959 -1.00
C -4.6148 -0.8827 -0.9986 0.83
O -4.9749 0.0945 -0.3838 -0.58
C -4.0948 -0.7692 -2.4117 -1.09
H -5.0472 -2.2027 0.6184 0.29
H -5.3047 -2.9111 -0.9835 0.33
H -3.6536 -2.6889 -0.3644 0.29
H -4.7214 -1.3541 -3.0880 0.34
H -3.0672 -1.1327 -2.4606 0.31
H -4.1137 0.2735 -2.7205 0.30
C 3.3585 -2.5533 -1.0564 -1.01
C 4.6471 -1.7660 -1.0043 0.89
O 5.5836 -2.1366 -0.3285 -0.59
C 4.7030 -0.5061 -1.8234 -0.98
H 3.4456 -3.4346 -0.4230 0.31
H 2.5324 -1.9364 -0.6982 0.22
H 3.1566 -2.8697 -2.0810 0.32
H 3.9294 0.1853 -1.4930 0.21
H 4.5536 -0.7432 -2.8796 0.45
H 5.6705 -0.0321 -1.6997 0.22
C -5.0032 -7.5228 -0.0396 -1.12
C -4.4121 -6.3129 -0.7247 0.77
O -5.0101 -5.2648 -0.7846 -0.49
C -3.0379 -6.4728 -1.3305 -1.06
H -5.9873 -7.2722 0.3498 0.29
H -5.1014 -8.3442 -0.7511 0.33
H -4.3632 -7.8340 0.7875 0.34
H -3.0545 -7.2509 -2.0954 0.34
H -2.3169 -6.7406 -0.5565 0.32
H -2.7327 -5.5342 -1.7876 0.27
```

Results
- Kohn-Sham gap: 5.920 eV
- HOMO energy: -4.011 eV
- E: -2223.438695 Ha
- Total charge: -1


8.
Formula: H8IO4
Source: the Open Molecules 2025 dataset
Level of theory: wB97M-V/def2-TZVPD

```
13
Properties=species:S:1:pos:R:3:mulliken_charge:R:1
I 0.3087 0.1946 0.3168 -0.68
O -3.3785 0.0936 -0.6884 -0.67
H -3.5196 0.9368 -1.3316 0.31
H -2.4539 0.0156 -0.4013 0.29
O 3.1640 2.4479 0.4594 -0.65
H 2.4284 1.8571 0.2126 0.23
H 2.5825 3.0843 1.0023 0.32
O 1.0557 -1.5618 -2.7630 -0.62
H 1.1319 -1.1869 -1.8616 0.25
H 1.2465 -0.8781 -3.3629 0.29
O -0.6288 -1.9262 2.8852 -0.56
H -1.4651 -1.7548 3.2843 0.29
H -0.4718 -1.3220 2.2481 0.20
```

Results
- Kohn-Sham gap: 8.223 eV
- HOMO energy: -4.765 eV
- E: -603.547087 Ha
- ΔE to the lowest compared entry with this formula, charge and spin: 21.0 kcal/mol
- Total charge: -1


9.
Formula: C8H11F4N
Source: the Open Molecules 2025 dataset
Level of theory: wB97M-V/def2-TZVPD

```
24
Properties=species:S:1:pos:R:3:mulliken_charge:R:1
C -1.0868 2.6057 0.2159 -0.84
N -1.5731 1.3302 0.6365 -0.30
C -2.3077 0.7408 -0.1213 0.34
F -2.6293 1.0305 -1.3958 -0.24
C -2.9439 -0.5782 0.2707 0.85
F -2.2109 -1.5561 0.7679 -0.21
F -3.9141 -0.3863 1.1761 -0.27
F -3.6172 -0.9958 -0.8460 -0.27
H -0.3917 2.4920 -0.6243 0.27
H -0.4238 2.9295 1.0994 0.25
H -1.9276 3.3147 0.0356 0.39
C 1.6493 0.4802 -0.4232 -0.31
C 1.2646 0.0861 0.7715 -0.31
C 1.4262 -1.4103 0.9388 -0.50
C 1.9093 -1.9623 -0.4303 -0.57
C 2.3029 -0.7067 -1.1554 -0.62
H 1.8996 1.5216 -0.8815 0.29
H 0.7778 0.8283 1.4445 0.33
H 0.5025 -1.8176 1.2154 0.22
H 2.0119 -1.4278 1.8094 0.34
H 1.0958 -2.5561 -0.8150 0.29
H 2.7930 -2.7267 -0.3740 0.23
H 3.3379 -0.5665 -1.0957 0.29
H 2.0553 -0.6693 -2.2193 0.36
```

Results
- Kohn-Sham gap: 10.004 eV
- HOMO energy: -9.190 eV
- E: -765.576544 Ha
- ΔE to the lowest compared entry with this formula, charge and spin: 0.0 kcal/mol
- Total charge: 0


10.
Formula: C4H5NO
Source: the Open Molecules 2025 dataset
Level of theory: wB97M-V/def2-TZVPD

```
11
Properties=species:S:1:pos:R:3:mulliken_charge:R:1
C -0.5753 0.6439 1.5363 -0.75
C -1.2195 0.0978 0.5356 0.60
N -1.4544 -0.3612 -0.5829 -0.56
C -0.1279 -0.3166 -1.2788 -0.37
C 1.0413 -0.4069 -0.3062 -0.03
O 1.9916 0.3335 -0.3459 -0.49
H -0.1923 0.0502 2.3533 0.30
H -0.3516 1.7021 1.4816 0.29
H -0.0320 -1.1290 -2.0011 0.31
H -0.0668 0.6391 -1.8035 0.29
H 0.9870 -1.2530 0.4116 0.42
```

Results
- Kohn-Sham gap: 10.473 eV
- HOMO energy: -9.503 eV
- E: -285.319696 Ha
- ΔE to the lowest compared entry with this formula, charge and spin: 59.5 kcal/mol
- Total charge: 0